# 1
Below is a molecular structure, C38H38N2P2SSiTa in a non-equilibrium geometry, with properties calculated with ωB97M-V/def2-TZVPD.

Geometry as XYZ:
```
83
Properties=species:S:1:pos:R:3:forces:R:3:lowdin_charge:R:1
Ta 0.588 -0.398 0.594 -1.5 0.0 -0.5 1.58
C 2.418 -3.368 0.609 -0.1 0.1 0.2 -0.24
P 0.788 -2.997 -0.172 0.8 -0.4 0.1 1.01
C -0.296 -4.346 0.365 0.0 0.7 -0.1 -0.37
C -1.441 -4.059 1.107 0.1 0.1 -0.1 -0.10
C -2.217 -5.098 1.591 0.0 0.0 0.0 -0.04
C -1.843 -6.410 1.342 0.0 0.0 0.0 -0.02
C -0.705 -6.695 0.600 0.0 0.1 0.0 -0.03
C 0.079 -5.667 0.109 0.0 0.1 0.0 -0.09
C 1.091 -3.016 -1.970 -0.3 0.2 0.4 -0.38
C 1.787 -1.926 -2.504 -0.1 0.0 0.2 -0.13
C 2.026 -1.862 -3.864 0.0 0.1 -0.1 -0.05
C 1.574 -2.879 -4.695 0.0 0.1 0.1 -0.03
C 0.880 -3.956 -4.168 0.0 0.0 0.0 -0.03
C 0.625 -4.027 -2.807 0.0 0.1 0.1 -0.06
C 3.215 -2.119 0.720 0.7 -1.1 -0.4 -0.37
C 4.576 -1.979 0.693 -1.0 -0.2 0.0 0.03
C 4.860 -0.620 0.952 -1.1 0.6 0.1 0.04
C 3.647 0.015 1.130 1.6 0.9 0.0 -0.37
C 3.402 1.432 1.503 -0.1 -0.3 0.1 -0.22
P 1.804 2.015 0.773 0.5 0.3 0.1 1.00
C 1.138 3.104 2.061 -0.2 -0.3 -0.3 -0.39
C 0.884 2.527 3.310 0.0 0.1 -0.1 -0.15
C 0.489 3.327 4.364 0.0 -0.1 0.0 -0.04
C 0.337 4.696 4.173 0.0 0.0 -0.1 -0.02
C 0.552 5.259 2.925 0.0 0.1 0.1 -0.03
C 0.943 4.468 1.856 0.1 -0.2 -0.1 -0.06
C 2.240 2.930 -0.723 -0.3 -0.3 0.2 -0.38
C 3.206 3.936 -0.637 -0.1 -0.1 0.1 -0.08
C 3.560 4.637 -1.774 0.0 0.0 0.1 -0.03
C 2.954 4.350 -2.989 -0.1 -0.1 0.0 -0.02
C 1.988 3.356 -3.072 0.0 0.0 -0.1 -0.05
C 1.630 2.639 -1.943 0.0 -0.1 0.2 -0.11
N 2.600 -0.874 0.951 -2.2 0.0 0.0 -0.19
H 2.966 -4.118 0.029 -0.2 0.1 0.1 0.12
H 2.213 -3.787 1.605 -0.1 0.0 -0.2 0.12
H -1.710 -3.024 1.306 -0.1 -0.1 0.0 0.08
H -3.110 -4.892 2.161 0.0 0.0 0.1 0.12
H -2.436 -7.219 1.739 -0.1 -0.1 0.0 0.13
H -0.426 -7.719 0.405 0.0 -0.1 0.0 0.13
H 0.966 -5.897 -0.464 0.1 0.0 0.0 0.12
H 2.167 -1.139 -1.848 0.1 0.0 0.0 0.08
H 2.569 -1.027 -4.278 0.1 0.1 -0.1 0.12
H 1.767 -2.828 -5.754 0.0 0.0 -0.1 0.13
H 0.535 -4.743 -4.819 -0.1 -0.1 -0.1 0.13
H 0.066 -4.860 -2.407 -0.1 -0.1 0.0 0.11
H 5.290 -2.759 0.520 0.1 -0.2 0.0 0.13
H 5.833 -0.172 0.996 0.1 0.2 0.0 0.13
H 4.227 2.063 1.160 -0.2 0.0 0.0 0.11
H 3.330 1.541 2.593 -0.1 0.1 -0.2 0.11
H 1.008 1.455 3.454 0.1 0.0 0.1 0.09
H 0.300 2.892 5.334 0.0 0.0 0.1 0.12
H 0.046 5.320 5.004 0.0 0.1 0.1 0.13
H 0.419 6.320 2.782 0.0 0.1 0.0 0.12
H 1.116 4.907 0.884 0.0 0.1 0.0 0.11
H 3.670 4.171 0.311 0.1 0.1 0.0 0.12
H 4.309 5.412 -1.712 0.1 0.1 0.0 0.13
H 3.236 4.901 -3.873 0.0 0.1 -0.1 0.13
H 1.514 3.148 -4.018 0.0 0.0 -0.1 0.12
H 0.875 1.853 -2.000 0.0 0.1 -0.1 0.08
C -5.608 0.884 2.056 0.6 0.4 -0.4 -0.15
Si -4.581 1.754 0.721 -0.6 0.2 0.0 0.62
C -3.307 3.032 1.333 -0.5 -0.5 -0.1 -0.19
C -5.733 2.445 -0.637 0.7 -0.4 0.6 -0.16
C -3.463 0.440 -0.192 0.2 0.4 0.8 -0.19
C -3.893 -0.103 -1.400 0.2 -0.2 -0.2 0.00
C -3.044 -0.840 -2.218 0.2 0.0 0.2 0.02
C -1.728 -0.984 -1.827 0.0 -0.3 -0.7 -0.08
N -1.295 -0.508 -0.655 1.4 -0.1 0.4 -0.16
C -2.155 0.125 0.169 -0.5 0.0 -0.6 -0.70
S -1.419 0.408 1.736 1.9 -0.3 0.6 0.73
H -6.351 1.573 2.449 -0.1 0.2 0.1 0.05
H -5.006 0.542 2.893 0.1 -0.1 0.1 0.03
H -6.147 0.031 1.651 0.0 -0.1 -0.1 0.04
H -3.781 3.987 1.532 -0.2 0.2 0.0 0.04
H -2.523 3.214 0.602 0.1 0.0 -0.2 0.03
H -2.835 2.717 2.260 0.0 0.0 0.2 0.00
H -6.155 3.386 -0.300 -0.1 0.2 0.1 0.04
H -6.567 1.775 -0.823 -0.1 -0.2 0.0 0.04
H -5.225 2.634 -1.577 0.1 0.1 -0.2 0.04
H -4.918 0.049 -1.701 -0.1 0.1 -0.1 0.13
H -3.388 -1.264 -3.149 0.0 0.0 -0.1 0.14
H -0.995 -1.489 -2.443 0.0 0.0 0.0 0.11
```
Forces are in eV/Å.

The charge is +3. As for the relative energy (zero: lowest compared OMol25 entry of this formula, charge and spin): 2.193 eV. As for the gap between HOMO and LUMO (alpha / beta): 4.54 / 4.74 eV.

***

# 2
Below is 4 unconnected molecules or ions with the total composition C2H14NO3S2 in a non-equilibrium geometry, with properties calculated with ωB97M-V/def2-TZVPD.

Geometry as XYZ:
```
22
Properties=species:S:1:pos:R:3:forces:R:3:lowdin_charge:R:1
N 0.483 -1.091 -0.397 -1.0 1.2 -0.2 0.14
C -0.947 -0.423 -0.421 2.5 -2.1 -0.3 -0.20
C -1.228 -0.087 -1.864 -1.4 1.1 -0.1 -0.53
S -0.501 1.532 -2.349 0.3 -0.3 -0.7 0.44
S -0.890 2.740 -0.774 -0.3 1.0 0.6 0.33
H 0.599 -1.490 0.544 0.3 -0.8 -0.2 0.09
H 1.234 -0.405 -0.492 -0.1 0.2 0.0 0.14
H 0.630 -1.692 -1.204 0.0 -0.7 0.5 0.15
H -0.743 0.270 0.389 -1.2 0.8 -0.4 0.09
H -1.578 -1.240 -0.107 -0.4 0.0 0.4 0.12
H -0.894 -0.880 -2.548 0.5 0.3 0.2 0.09
H -2.307 -0.096 -2.099 0.3 0.3 0.6 0.09
H -1.821 3.704 -1.152 0.4 -1.1 -0.3 -0.13
H 0.498 -2.525 3.028 -0.2 0.1 0.1 0.05
H 1.646 -1.588 2.774 -0.3 0.0 -0.1 0.07
O 0.983 -2.119 2.303 0.6 0.1 -0.2 -0.05
H 0.269 -1.153 5.632 0.0 0.0 0.3 0.05
H -0.850 -1.695 4.742 -0.4 -0.1 0.3 0.04
O -0.097 -1.109 4.748 0.4 0.1 -0.4 -0.04
H 2.700 -2.715 0.829 -0.8 0.1 0.2 0.04
H 3.717 -2.470 -0.149 0.1 0.4 -0.8 0.07
O 2.784 -2.255 -0.017 0.9 -0.5 0.6 -0.05
```
Forces are in eV/Å.

The charge is +1. As for the relative energy (zero: lowest compared OMol25 entry of this formula, charge and spin): 0.680 eV. As for the gap between HOMO and LUMO: 9.47 eV.